{
  "formula": "C4H11N3O",
  "method": "ωB97M-V/def2-TZVPD",
  "symbols": ["C", "C", "C", "N", "N", "C", "O", "N", "H", "H", "H", "H", "H", "H", "H", "H", "H", "H", "H"],
  "xyz": [[0.831, -1.800, -1.090], [1.302, 0.459, -1.817], [-2.246, -0.156, 0.611], [-1.012, 0.402, 0.116], [1.795, 1.048, -0.766], [-0.339, 0.942, 2.295], [-0.008, -1.699, -0.191], [-0.155, 0.854, 1.010], [0.988, 0.925, 0.268], [2.792, 1.235, -0.761], [1.905, -1.882, -0.854], [0.545, -2.173, -2.088], [1.870, 0.358, -2.740], [0.219, 0.470, -1.864], [-2.792, -0.540, -0.247], [-2.850, 0.616, 1.106], [-2.081, -0.977, 1.318], [-1.242, 0.618, 2.791], [0.478, 1.298, 2.901]],
  "lowdin_charge": [-0.20, -0.05, -0.19, -0.17, 0.08, -0.07, -0.04, -0.19, 0.12, 0.10, 0.08, 0.09, 0.10, 0.08, 0.06, 0.07, 0.07, 0.03, 0.03],
  "total_energy_ev": -10838.3600,
  "charge": 0,
  "e_homo_ev": [-6.36, -6.36],
  "e_above_lowest_ev": 6.851,
  "lumo_ha": [-0.02801, -0.02803],
  "gap_ev": [5.60, 5.60]
}

---

{
  "formula": "C4H11N3O",
  "method": "ωB97M-V/def2-TZVPD",
  "symbols": ["C", "C", "N", "C", "N", "C", "N", "O", "H", "H", "H", "H", "H", "H", "H", "H", "H", "H", "H"],
  "xyz": [[-2.057, 1.392, 0.277], [-0.596, 1.213, 0.388], [-0.049, 1.616, -0.944], [-0.281, -0.237, 1.095], [1.014, -0.877, 0.628], [1.035, -1.480, -0.680], [2.182, -2.170, -1.102], [0.008, -1.352, -1.301], [-2.293, 2.279, -0.413], [-2.368, 0.450, -0.241], [-2.513, 1.672, 1.224], [-0.066, 1.842, 0.950], [0.926, 1.876, -0.773], [-0.228, 0.815, -1.653], [-1.083, -0.913, 1.110], [-0.165, -0.008, 2.185], [1.769, -0.744, 1.288], [2.869, -2.348, -0.478], [1.897, -3.027, -1.560]],
  "lowdin_charge": [-0.10, -0.44, 0.01, -0.11, 0.04, -0.56, 0.16, 0.04, 0.10, 0.10, 0.07, 0.07, 0.06, 0.10, 0.08, 0.12, 0.11, 0.04, 0.11],
  "total_energy_ev": -10843.5200,
  "charge": 0,
  "e_homo_ev": -8.74,
  "e_above_lowest_ev": 1.691,
  "smiles": "C[C@H](N)CNC(N)=O",
  "lumo_ha": 0.02661,
  "gap_ev": 9.47
}

---

{
  "formula": "C4H11N3O",
  "method": "ωB97M-V/def2-TZVPD",
  "symbols": ["H", "N", "C", "N", "C", "N", "C", "O", "C", "H", "H", "H", "H", "H", "H", "H", "H", "H", "H"],
  "xyz": [[-2.659, -0.229, 1.769], [-1.982, 0.427, 1.378], [-0.879, -0.184, 1.100], [-0.772, -1.561, 1.145], [0.503, 0.635, 1.094], [1.012, 0.579, -0.262], [2.098, -0.366, -0.454], [-0.232, -0.040, -1.033], [-0.887, 0.960, -1.810], [-1.636, -2.037, 0.916], [-0.026, -1.897, 0.544], [0.258, 1.669, 1.346], [1.175, 0.199, 1.840], [2.227, -0.586, -1.517], [1.966, -1.312, 0.081], [3.026, 0.093, -0.093], [-0.314, 1.893, -1.840], [-1.868, 1.161, -1.371], [-1.010, 0.595, -2.833]],
  "lowdin_charge": [0.04, 0.10, -0.49, 0.11, -0.11, -0.12, -0.09, -0.23, -0.10, 0.10, 0.07, 0.11, 0.12, 0.09, 0.07, 0.09, 0.09, 0.07, 0.08],
  "total_energy_ev": -10841.2130,
  "charge": 0,
  "e_homo_ev": -8.94,
  "e_above_lowest_ev": 3.998,
  "smiles": "[H]/N=C(\\N)CN(C)OC",
  "lumo_ha": 0.03496,
  "gap_ev": 9.89
}

---

{
  "formula": "C4H11N3O2",
  "method": "ωB97M-V/def2-TZVPD",
  "symbols": ["C", "C", "O", "N", "N", "H", "H", "H", "H", "H", "H", "C", "C", "N", "O", "H", "H", "H", "H", "H"],
  "xyz": [[2.186, -1.084, -0.228], [0.686, -1.105, -0.185], [0.026, -1.660, 0.684], [0.018, -0.416, -1.251], [-1.112, -1.034, -1.854], [2.580, -0.415, -0.995], [2.558, -0.748, 0.742], [2.542, -2.104, -0.399], [0.621, 0.059, -1.923], [-1.433, -1.796, -1.251], [-1.859, -0.335, -1.799], [0.317, 1.603, 1.117], [-1.129, 1.270, 0.346], [-1.869, 0.354, 1.061], [-1.675, 2.184, -0.261], [1.054, 1.808, 0.338], [0.096, 2.552, 1.610], [0.646, 0.890, 1.876], [-2.871, 0.468, 1.017], [-1.382, -0.492, 1.354]],
  "lowdin_charge": [0.00, -0.51, 0.02, -0.05, 0.04, 0.08, 0.09, 0.10, 0.14, 0.08, 0.07, 0.00, -0.57, 0.14, 0.00, 0.06, 0.07, 0.06, 0.11, 0.07],
  "total_energy_ev": -12890.9084,
  "charge": 0,
  "e_homo_ev": -9.26,
  "e_above_lowest_ev": 1.922,
  "smiles": "CC(=O)NN.CC(N)=O",
  "lumo_ha": 0.02726,
  "gap_ev": 10.00
}

---

{
  "formula": "C4H11N3O2",
  "method": "ωB97M-V/def2-TZVPD",
  "symbols": ["C", "N", "C", "N", "N", "H", "H", "H", "H", "H", "H", "H", "C", "C", "O", "O", "H", "H", "H", "H"],
  "xyz": [[-2.193, -1.049, 0.465], [-1.218, -0.263, -0.339], [-1.294, 1.038, -0.286], [-0.148, 1.843, -0.492], [-2.290, 1.735, 0.474], [-1.831, -2.156, 0.645], [-3.217, -1.079, -0.009], [-2.437, -0.642, 1.292], [-0.148, 2.456, -1.316], [0.492, 1.070, -0.744], [-2.117, 2.695, 0.759], [-3.257, 1.551, 0.389], [3.420, -0.623, -0.285], [2.118, -1.091, 0.341], [1.642, -1.128, 1.398], [1.194, -1.521, -0.692], [3.827, 0.223, 0.453], [3.117, 0.039, -1.080], [4.084, -1.396, -0.492], [0.255, -1.701, -0.479]],
  "lowdin_charge": [-0.12, 0.00, -0.48, 0.10, 0.11, 0.12, 0.09, -0.02, 0.09, 0.08, 0.09, 0.06, 0.02, -0.53, 0.13, -0.04, 0.14, 0.07, 0.06, 0.06],
  "total_energy_ev": -12890.1987,
  "charge": 0,
  "e_homo_ev": -9.09,
  "e_above_lowest_ev": 2.631,
  "smiles": "CN=C(N)N.CC(=O)O",
  "lumo_ha": 0.02956,
  "gap_ev": 9.89
}

---

{
  "formula": "C4H11N3O2",
  "method": "ωB97M-V/def2-TZVPD",
  "symbols": ["C", "N", "O", "C", "N", "O", "C", "C", "N", "H", "H", "H", "H", "H", "H", "H", "H", "H", "H", "H"],
  "xyz": [[1.195, -1.809, 0.541], [0.376, -1.128, -0.428], [-1.136, -1.291, 0.092], [-1.319, 0.097, -0.077], [-1.810, 0.736, 1.087], [-2.145, 0.424, -1.129], [0.266, 0.323, -0.402], [1.023, 1.105, 0.654], [0.522, 0.889, -1.697], [0.981, -2.874, 0.478], [2.236, -1.627, 0.266], [1.027, -1.479, 1.571], [-1.796, 0.120, 1.889], [-2.733, 1.122, 0.941], [-1.689, 0.177, -1.948], [0.773, 2.158, 0.546], [0.741, 0.787, 1.654], [2.100, 0.990, 0.529], [1.437, 0.685, -2.084], [-0.049, 0.597, -2.483]],
  "lowdin_charge": [-0.09, -0.02, 0.00, -0.61, 0.14, 0.06, -0.50, -0.03, 0.09, 0.09, 0.09, 0.08, 0.10, 0.09, 0.09, 0.09, 0.07, 0.08, 0.09, 0.07],
  "total_energy_ev": -12889.4492,
  "charge": 0,
  "e_homo_ev": -9.20,
  "e_above_lowest_ev": 3.381,
  "smiles": "CN1O[C@](N)(O)[C@]1(C)N",
  "lumo_ha": 0.03336,
  "gap_ev": 10.11
}

---

{
  "formula": "C4H11N3O2",
  "method": "ωB97M-V/def2-TZVPD",
  "symbols": ["H", "N", "C", "N", "N", "C", "H", "H", "H", "H", "H", "H", "C", "C", "O", "O", "H", "H", "H", "H"],
  "xyz": [[-0.080, -1.478, 0.974], [0.259, -0.615, 0.574], [1.234, -0.045, 1.152], [1.715, -0.375, 2.437], [2.061, 0.894, 0.582], [1.859, 1.214, -0.859], [2.706, -0.246, 2.525], [1.151, -0.673, 3.209], [2.203, 1.693, 1.183], [1.492, 0.193, -1.117], [2.773, 1.641, -1.275], [1.065, 1.902, -1.150], [-3.039, -0.439, -0.336], [-1.961, -0.301, -1.456], [-1.854, 0.673, -2.167], [-1.142, -1.325, -1.531], [-3.123, -1.496, -0.086], [-3.906, -0.007, -0.802], [-2.730, 0.168, 0.522], [-0.685, -1.377, -2.378]],
  "lowdin_charge": [0.06, 0.13, -0.57, 0.10, -0.04, -0.08, 0.08, 0.08, 0.12, 0.07, 0.07, 0.07, 0.01, -0.60, 0.06, 0.06, 0.08, 0.07, 0.08, 0.13],
  "total_energy_ev": -12891.4896,
  "charge": 0,
  "e_homo_ev": -9.09,
  "e_above_lowest_ev": 1.340,
  "smiles": "[H]/N=C(\\N)NC.CC(=O)O",
  "lumo_ha": 0.03011,
  "gap_ev": 9.91
}